[1]
# C12H20F9O6P2S

An isolated ion of composition C12H20F9O6P2S and charge +1 (wB97M-V/def2-TZVPD, OMol25).

```
50
Properties=species:S:1:pos:R:3:forces:R:3:nbo_charge:R:1
C 1.447 -1.469 3.857 0.0 -0.1 0.0 -0.6073
C 0.119 -1.394 3.087 -0.1 0.1 0.0 -0.2296
C -1.120 -1.297 3.997 0.0 0.0 0.0 -0.6156
C -0.005 -2.582 2.119 0.0 0.0 0.0 -0.3984
C -0.998 -2.368 0.966 -0.1 -0.2 0.3 -0.7446
P -0.487 -1.173 -0.299 0.1 0.1 -0.1 0.8080
C 1.166 -0.486 -0.051 0.2 0.2 0.1 -0.7674
C 1.899 0.117 -1.267 0.1 0.0 -0.1 -0.4231
C 3.220 -0.607 -1.578 0.0 -0.1 0.0 -0.0564
O 4.082 0.169 -2.374 -0.1 0.1 0.0 -0.6988
P -0.855 -2.231 -2.247 0.0 0.1 0.0 2.2083
O -1.480 -3.462 -1.811 0.0 -0.1 -0.1 -1.0087
O -1.728 -1.245 -3.106 0.1 0.0 -0.1 -0.9784
O 0.570 -2.369 -2.910 -0.1 0.1 0.0 -0.9792
S -1.944 0.449 0.118 0.1 -0.1 -0.2 1.8812
O -3.216 -0.194 0.155 0.0 0.1 0.1 -0.8519
O -1.344 1.129 1.223 -0.1 0.0 0.0 -0.8713
C -1.947 1.572 -1.414 0.2 0.1 0.4 0.4391
F -0.761 1.363 -2.029 0.1 0.0 0.0 -0.3275
F -2.923 1.146 -2.180 -0.2 -0.1 -0.3 -0.2653
C -2.166 3.085 -1.095 0.2 -0.1 0.1 0.5865
F -2.843 3.628 -2.100 -0.2 0.1 -0.3 -0.2752
F -2.937 3.123 0.003 0.0 0.1 0.2 -0.2884
C -0.892 3.947 -0.831 0.0 -0.3 -0.1 0.5540
F -0.200 3.352 0.154 0.2 0.0 0.2 -0.2994
F -1.333 5.123 -0.410 -0.1 0.3 0.1 -0.2694
C 0.082 4.177 -2.052 -0.1 -0.2 0.0 0.9249
F 1.163 3.407 -1.913 0.1 0.0 0.1 -0.3084
F -0.499 3.844 -3.206 -0.1 0.1 -0.1 -0.3053
F 0.455 5.438 -2.102 0.0 0.1 0.0 -0.2745
H 1.373 -0.980 4.830 0.0 0.0 -0.1 0.2278
H 2.257 -0.977 3.306 -0.1 -0.1 0.0 0.2062
H 1.760 -2.505 4.023 -0.1 0.1 0.1 0.2147
H 0.124 -0.470 2.494 0.1 -0.1 0.1 0.1866
H -1.927 -0.728 3.526 0.1 -0.1 0.0 0.2134
H -1.513 -2.285 4.255 0.1 0.1 0.0 0.2112
H -0.879 -0.782 4.931 0.0 0.0 -0.1 0.2301
H 0.973 -2.892 1.732 -0.1 0.1 0.0 0.2090
H -0.387 -3.450 2.669 0.1 0.1 0.0 0.2455
H -1.183 -3.284 0.396 0.0 0.1 0.1 0.3115
H -1.976 -2.044 1.344 0.1 0.0 -0.1 0.2876
H 1.021 0.274 0.726 0.0 -0.1 -0.1 0.2959
H 1.755 -1.285 0.416 -0.1 0.0 -0.1 0.2762
H 1.268 0.111 -2.158 0.1 0.1 0.0 0.1912
H 2.121 1.169 -1.068 -0.1 -0.1 0.0 0.2397
H 3.702 -0.924 -0.642 0.0 0.1 -0.1 0.1673
H 3.030 -1.508 -2.168 0.0 0.0 0.2 0.1843
H 4.458 0.891 -1.855 0.0 -0.1 -0.1 0.4757
H -1.334 -0.757 -3.842 -0.1 0.0 0.0 0.5352
H 0.834 -1.765 -3.618 0.1 -0.1 0.0 0.5330
```
Positions in Å, forces in eV/Å.

Values from the calculation:
LUMO: -0.15008 Eh
net charge: +1



[2]
# C28H38O27

A 9-piece molecular cluster, C28H38O27 overall (wB97M-V/def2-TZVPD, OMol25).

```
93
Properties=species:S:1:pos:R:3:forces:R:3:mulliken_charge:R:1
C 18.124 20.573 19.209 1.1 0.6 -0.9 -1.3994
C 17.941 20.363 17.711 -1.2 -0.4 0.1 1.1270
C 16.831 19.336 17.363 0.2 0.4 -0.3 0.0887
O 15.745 20.136 16.869 0.3 -0.1 0.3 -0.3940
C 16.116 21.436 16.804 -0.1 -0.9 -0.8 0.5696
O 15.397 22.286 16.401 -0.1 0.6 0.1 -0.5502
O 17.405 21.575 17.130 0.4 0.3 0.3 -0.4209
H 18.932 19.947 19.589 -0.5 -0.5 0.2 0.1784
H 17.183 20.495 19.741 0.0 -0.1 0.2 0.4682
H 18.552 21.577 19.309 -0.4 0.1 0.2 0.3590
H 18.840 20.109 17.161 0.2 0.2 0.2 -0.0935
H 16.432 18.805 18.218 0.3 -0.3 0.2 0.2321
H 17.185 18.659 16.583 -0.3 -0.1 0.1 -0.0715
O 21.288 12.424 15.673 0.5 0.2 0.4 -0.4621
C 20.741 12.139 14.661 -0.9 -0.2 -0.4 0.3922
O 20.270 13.022 13.768 0.3 0.3 -0.4 0.0791
C 19.639 12.343 12.667 -0.5 0.1 0.5 -0.4115
C 20.043 10.874 12.913 -1.0 0.6 -0.5 -0.4875
O 20.428 10.881 14.280 0.7 -0.2 0.0 -0.3943
H 18.561 12.491 12.770 0.0 -0.2 0.2 0.4132
H 19.904 12.821 11.728 0.6 -0.3 0.0 0.3116
H 20.833 10.522 12.251 0.2 0.0 0.2 0.2519
H 19.163 10.242 12.822 0.2 -0.2 -0.1 0.3238
O 23.188 18.153 19.463 -0.5 -0.2 0.3 -0.4383
C 22.816 19.265 19.250 0.2 0.4 -0.2 0.5287
O 21.623 19.805 19.600 0.0 0.0 0.1 -0.2439
C 21.448 21.062 18.932 0.2 0.5 -0.2 0.0781
C 22.831 21.353 18.350 0.4 -0.1 0.0 -0.4271
O 23.582 20.169 18.624 -0.2 -0.2 -0.4 -0.3817
H 20.650 20.972 18.201 0.2 -0.2 -0.2 -0.1142
H 21.200 21.899 19.584 -0.2 -0.5 0.6 0.4091
H 23.353 22.148 18.880 -0.2 0.2 -0.2 0.2715
H 22.823 21.530 17.277 0.0 0.0 0.0 0.2782
O 20.706 18.743 16.850 0.0 0.3 0.1 -0.5938
C 20.959 17.599 16.624 0.0 -0.7 0.0 0.4654
O 20.269 16.559 17.141 0.0 0.2 0.1 -0.1152
C 20.882 15.334 16.739 0.1 -0.3 -0.8 0.2679
C 21.769 15.746 15.565 0.9 0.9 0.9 0.5298
O 21.955 17.162 15.845 -0.3 0.2 -0.3 -0.4250
H 21.489 14.937 17.551 -0.2 0.0 0.1 -0.1494
H 20.127 14.623 16.419 -0.2 0.0 0.3 0.3394
H 21.354 15.661 14.572 -0.1 -0.3 0.0 -0.6254
H 22.778 15.349 15.648 -0.1 -0.4 -0.3 0.3631
O 15.541 16.308 22.908 -0.4 -0.2 0.5 -0.5320
C 16.432 16.031 22.184 0.3 1.0 -1.0 0.5868
O 17.025 16.961 21.369 0.0 0.1 -0.4 -0.3945
C 18.208 16.407 20.797 0.3 -0.5 0.1 0.3766
C 17.957 14.892 20.909 -0.4 -0.3 0.6 -0.1976
O 16.988 14.846 21.982 0.3 -0.8 0.3 -0.3831
H 18.420 16.735 19.779 -0.5 0.1 0.0 -0.0582
H 19.035 16.768 21.415 0.1 -0.4 0.0 0.1691
H 18.797 14.264 21.195 0.2 0.4 0.2 0.2014
H 17.478 14.358 20.085 0.0 0.7 -0.4 0.2686
O 17.445 16.223 15.405 0.1 -0.3 0.4 -0.5054
C 17.943 16.464 14.358 -0.1 0.9 -0.6 0.4848
O 19.235 16.252 14.011 -0.4 -1.2 0.1 -0.0181
C 19.337 16.289 12.582 1.0 2.3 -0.1 -0.0974
C 18.240 17.310 12.239 -0.8 -1.0 0.6 -0.4243
O 17.311 17.090 13.340 0.1 0.0 -0.2 -0.3826
H 20.308 16.756 12.427 0.1 -0.3 -0.4 0.3183
H 19.318 15.337 12.059 -0.4 -0.2 0.4 0.0207
H 17.655 17.098 11.349 0.3 0.0 -0.2 0.3215
H 18.578 18.343 12.253 0.1 0.0 0.1 0.2441
O 26.632 13.462 19.914 0.1 0.1 0.1 -0.4936
C 26.081 13.080 18.941 0.3 0.1 -0.1 0.5866
O 26.528 12.074 18.146 -0.1 -0.2 -0.2 -0.3697
C 25.622 11.888 17.052 -0.8 0.1 0.7 -0.2802
C 24.381 12.631 17.552 -0.4 0.6 -1.2 0.2018
O 24.941 13.607 18.428 -0.4 -0.5 0.5 -0.2192
H 26.016 12.337 16.142 0.2 -0.2 0.0 0.2602
H 25.377 10.835 16.957 0.4 -0.1 -0.3 0.3224
H 23.618 11.981 17.987 0.4 0.0 0.7 0.1815
H 23.833 13.180 16.784 0.3 -0.1 -0.2 -0.1811
O 21.928 13.383 23.282 -0.3 -0.6 0.0 -0.5482
C 22.137 14.178 22.432 0.9 0.9 0.4 0.5553
O 21.234 14.652 21.554 -0.6 -0.3 -0.2 -0.2879
C 21.847 15.573 20.674 0.2 1.0 -0.5 0.7535
C 23.177 15.936 21.353 0.1 -1.8 -0.7 -0.2442
O 23.325 14.811 22.265 -0.4 0.4 0.1 -0.3871
H 22.067 15.143 19.694 -0.1 -0.5 0.2 -0.5662
H 21.164 16.391 20.457 0.1 0.2 0.4 0.0784
H 23.280 16.882 21.868 -0.2 0.0 0.1 0.2168
H 23.937 15.755 20.600 0.4 0.7 0.2 0.3303
O 22.398 15.677 12.067 -0.2 0.4 -0.1 -0.4921
C 23.032 14.689 11.916 0.0 -0.2 0.2 0.5948
O 22.494 13.495 11.580 0.1 -0.2 -0.1 -0.2423
C 23.472 12.468 11.779 -0.1 -0.2 -0.9 -0.2446
C 24.789 13.249 11.828 -0.5 -0.1 1.1 -0.2880
O 24.359 14.591 12.090 0.0 -0.1 -0.1 -0.3419
H 23.195 11.890 12.660 0.3 0.2 0.3 0.1739
H 23.463 11.780 10.934 -0.2 0.1 -0.1 0.3129
H 25.371 13.238 10.914 0.0 -0.1 -0.1 0.2679
H 25.348 12.912 12.698 0.5 0.1 -0.3 0.2240
```
Positions in Å, forces in eV/Å.

Values from the calculation:
LUMO: -0.01746 Eh
SMILES: C[C@H]1COC(=O)O1.O=C1OCCO1.O=C1OCCO1.O=C1OCCO1.O=C1OCCO1.O=C1OCCO1.O=C1OCCO1.O=C1OCCO1.O=C1OCCO1
net charge: 0
relative energy (zero: lowest compared OMol25 entry of this formula, charge and spin): 6.8 kJ/mol



[3]
# C21H51Cl2F3N2O18P3V

C21H51Cl2F3N2O18P3V as an isolated structure (wB97M-V/def2-TZVPD, OMol25).

```
101
Properties=species:S:1:pos:R:3:forces:R:3:mulliken_charge:R:1
O 1.256 0.706 -0.236 -1.2 -1.1 -0.2 0.2848
V 0.182 -0.480 -0.129 1.7 -0.1 -0.9 0.4644
O -0.121 -0.954 -1.652 0.6 1.1 2.0 -0.5114
C 2.085 -2.980 0.196 0.7 0.1 0.2 -0.0565
O 1.866 -2.862 -1.185 0.8 -1.3 -0.4 -0.3812
O 1.769 -1.861 0.884 -2.2 0.5 -0.8 -0.2899
C 1.401 -4.332 0.512 -0.3 -0.6 -1.1 0.4228
F 1.438 -4.719 1.800 -0.4 0.6 0.1 -0.3248
F 0.127 -4.377 0.055 0.1 0.1 0.7 -0.1361
F 2.031 -5.336 -0.155 0.2 0.4 0.1 -0.3346
C 2.947 -2.334 -1.957 -2.0 1.9 -0.3 0.2156
C 2.801 -2.566 -3.453 0.6 -1.0 -0.3 -1.4449
H 3.581 -1.928 -3.876 -0.2 0.0 -0.3 0.4112
H 2.980 -3.581 -3.825 0.3 -0.1 0.4 0.3488
H 1.837 -2.327 -3.902 -0.1 0.5 0.5 0.2234
H 3.945 -2.500 -1.556 0.0 -0.5 0.1 0.3829
H 2.720 -1.258 -1.919 0.8 0.3 0.3 -0.2070
H 3.131 -3.246 0.428 0.3 0.1 -0.3 0.4810
C -2.623 0.243 -3.817 0.8 0.0 -0.4 -0.2279
C -1.681 0.726 -4.915 -1.0 1.1 -0.4 0.5470
O -2.139 1.237 -5.931 0.4 -0.3 0.1 -0.7049
N -0.354 0.642 -4.666 -0.4 -0.2 0.6 0.0664
C 0.625 1.068 -5.637 -0.1 -1.3 -0.7 -1.1191
H -3.353 1.014 -3.582 0.1 0.1 -0.1 0.2639
H -2.023 0.006 -2.944 -0.3 -0.4 0.3 -0.3283
H -3.160 -0.609 -4.231 0.0 -0.2 0.3 0.3099
H -0.133 0.134 -3.820 0.5 0.1 -0.1 0.0478
H 0.827 2.135 -5.665 0.0 0.1 0.2 0.2770
H 0.254 0.757 -6.617 -0.2 0.4 -0.1 0.3950
H 1.524 0.456 -5.550 0.2 0.4 0.5 0.3590
C 4.637 4.591 -2.123 0.8 0.2 1.0 -1.0312
C 3.214 4.414 -1.613 0.4 0.6 -0.3 0.6542
O 2.894 4.974 -0.577 -0.3 -0.2 0.0 -0.6477
N 2.355 3.760 -2.421 -0.7 -1.0 -0.4 -0.1244
C 0.934 3.572 -2.130 0.2 -0.3 -0.1 -0.3426
H 5.305 4.246 -1.327 -0.1 -0.2 -0.1 0.2565
H 4.831 5.665 -2.094 -0.2 0.0 -0.3 0.3066
H 5.010 4.179 -3.057 -0.6 -0.2 -0.1 0.3288
H 2.711 3.059 -3.049 0.5 0.3 -0.1 0.2965
H 0.518 2.764 -2.735 0.4 0.0 -0.2 -0.0436
H 0.393 4.466 -2.433 -0.2 0.1 0.6 0.4340
H 0.789 3.215 -1.111 -0.2 0.6 0.2 -0.0325
C -5.520 0.699 -0.167 -0.7 -0.5 -0.9 -0.8732
O -4.121 0.471 -0.331 1.2 0.7 0.5 -0.0065
P -3.079 1.607 0.081 -0.4 0.3 -0.6 -0.6346
O -1.653 1.241 -0.016 -0.1 -0.8 -0.2 0.7663
O -3.500 2.118 1.528 0.1 -0.5 -0.4 -0.3428
C -3.285 1.156 2.564 0.0 -0.4 1.3 -0.3411
O -3.516 2.852 -0.828 0.2 -0.6 0.6 -0.2715
C -2.896 4.089 -0.486 1.6 0.7 0.3 -0.6851
H -5.756 1.750 -0.019 0.0 -0.1 0.1 0.3582
H -5.969 0.052 0.589 0.5 0.2 0.4 0.2034
H -5.968 0.348 -1.101 0.0 0.3 0.0 0.2801
H -2.463 1.449 3.219 0.0 0.3 -0.2 0.1439
H -3.048 0.139 2.242 -0.1 0.2 -0.5 -0.0039
H -4.188 1.106 3.176 0.0 0.1 -0.2 0.3665
H -1.871 3.959 -0.113 -0.1 -0.5 0.0 0.2000
H -3.388 4.622 0.325 -0.6 0.0 -0.3 0.2520
H -2.721 4.697 -1.370 -0.7 0.0 -0.1 0.3110
C -2.804 -4.781 -0.761 1.3 -0.5 0.0 -0.7861
O -2.441 -4.247 0.521 -0.5 0.9 0.7 -0.1772
P -2.589 -2.718 0.927 -1.0 -0.6 0.7 -1.5864
O -1.557 -1.804 0.428 -0.2 0.3 -0.1 2.1651
O -4.099 -2.316 0.515 1.7 0.3 0.2 0.1515
C -5.179 -3.170 0.799 -1.4 -0.9 0.1 -1.0539
O -2.631 -2.744 2.529 -0.4 -0.4 -1.2 -0.3344
C -1.466 -3.247 3.185 0.8 -0.4 0.5 -0.0126
H -1.898 -5.294 -1.095 -0.1 0.3 -0.3 0.2434
H -3.064 -3.988 -1.458 -0.3 -0.2 0.0 0.3858
H -3.535 -5.578 -0.625 -0.4 0.5 0.0 0.2895
H -5.826 -3.294 -0.075 0.4 0.2 -0.3 0.2954
H -5.861 -2.772 1.554 0.5 0.3 0.2 0.2917
H -4.889 -4.177 1.104 0.3 0.2 0.1 0.4044
H -0.943 -2.418 3.660 -0.1 0.0 -0.1 -0.2349
H -0.777 -3.786 2.530 -0.1 0.3 -0.3 -0.0160
H -1.742 -3.989 3.937 -0.4 0.3 0.0 0.3832
C -0.298 0.293 5.999 0.3 0.6 1.7 -0.9059
O -0.485 0.105 4.623 0.0 0.2 -1.1 -0.1078
P 0.514 0.655 3.497 0.7 -0.3 1.1 -0.0458
O 0.099 0.235 2.161 -0.6 -0.4 -0.2 1.3123
O 1.953 0.120 3.965 -1.1 0.5 -0.5 -0.3836
C 2.115 -1.317 3.943 0.1 -0.2 -0.2 -0.4139
O 0.556 2.222 3.725 0.2 -0.5 0.1 -0.4967
C 1.314 2.980 2.756 0.5 0.2 -0.6 -0.3792
H -1.095 -0.203 6.552 -0.1 -0.1 -0.4 0.2254
H -0.322 1.343 6.309 -0.2 0.1 -0.5 0.2987
H 0.646 -0.073 6.414 0.1 -0.3 -0.6 0.3290
H 2.307 -1.622 4.969 0.2 -0.1 -0.1 0.3599
H 2.909 -1.561 3.243 0.2 0.1 0.3 0.0729
H 1.251 -1.857 3.553 -0.2 0.3 0.0 0.0608
H 0.894 3.973 2.619 -0.4 -0.2 0.2 0.2908
H 1.322 2.450 1.803 -0.1 0.1 -0.1 -0.1854
H 2.344 3.131 3.080 0.0 -0.3 0.3 0.3429
Cl 6.159 1.768 2.342 -0.3 0.0 0.0 -0.2158
C 4.927 1.604 1.057 0.1 -0.4 -1.0 0.7278
C 5.029 0.248 0.360 -0.3 -0.1 1.2 0.3398
Cl 6.489 0.112 -0.617 0.2 0.0 -0.4 -0.2151
H 5.138 2.392 0.338 -0.2 0.1 0.1 -0.2085
H 3.913 1.704 1.437 0.1 0.1 0.3 -0.2678
H 4.146 -0.002 -0.222 0.0 0.4 -0.3 -0.4207
H 5.083 -0.513 1.139 0.1 -0.1 -0.1 0.2658
```
Positions in Å, forces in eV/Å.

Values from the calculation:
LUMO: -0.00147 Eh
net charge: 0
relative energy (zero: lowest compared OMol25 entry of this formula, charge and spin): 106.3 kJ/mol



Q: What is the net charge in the third record?
A: 0



Q: What is the formula in the second record?
A: C28H38O27